The following is a quantum chemistry calculation of a structure of composition C25H17HfN6O10, from the Open Molecules 2025 dataset.

Calculated values
Multiplicity = 1
Max |F| = 0.037 Eh/bohr
Relative energy (zero: lowest compared OMol25 entry of this formula, charge and spin) = 21.1 kcal per mole
LUMO = -3.8 eV
Charge = +1
Frontier orbital gap = 8.98 eV
Highest occupied orbital energy = -12.8154 eV

Last column: Mulliken charge in e.
Cartesian coordinates (Å):
Hf: -0.051 0.648 0.303  1.947
O: -0.462 4.585 1.625  -0.583
C: -0.366 3.389 1.568  0.142
N: 0.346 2.638 0.660  0.083
C: 1.189 3.188 -0.274  -0.370
O: 1.098 4.225 -0.877  -0.581
C: 2.370 2.246 -0.470  0.927
C: 3.596 2.740 -0.898  -0.570
C: 4.659 1.860 -1.037  -0.504
C: 4.452 0.521 -0.735  -0.675
C: 3.198 0.111 -0.304  -0.176
N: 2.166 0.949 -0.178  -0.031
C: -0.958 2.476 2.625  0.580
C: -1.533 3.012 3.772  -0.752
C: -2.076 2.146 4.711  -0.287
C: -2.008 0.780 4.474  -0.799
C: -1.396 0.328 3.313  -0.095
N: -0.876 1.154 2.404  -0.233
H: 3.688 3.796 -1.108  0.524
H: 5.621 2.212 -1.379  0.480
H: 5.253 -0.196 -0.825  0.460
H: 3.006 -0.928 -0.062  0.347
H: -1.532 4.085 3.906  0.529
H: -2.542 2.536 5.603  0.460
H: -2.407 0.072 5.185  0.439
H: -1.318 -0.734 3.096  0.379
C: 1.414 1.877 -3.407  -1.241
C: -0.003 1.686 -3.039  0.221
N: -0.452 1.263 -1.860  0.149
C: -1.823 1.157 -1.987  -0.117
C: -2.188 1.531 -3.263  0.183
N: -1.023 1.863 -3.891  -0.063
C: -3.464 1.588 -4.065  0.543
O: -4.564 1.249 -3.455  -0.516
O: -3.382 1.929 -5.215  -0.582
C: -2.651 0.627 -0.865  1.015
O: -3.859 0.534 -0.987  -0.823
O: -1.979 0.284 0.182  -0.475
H: 2.016 1.085 -2.965  0.202
H: 1.769 2.840 -3.043  0.194
H: 1.530 1.855 -4.486  0.501
H: -1.005 2.192 -4.851  0.291
H: -4.458 0.975 -2.502  0.445
O: 0.183 -1.209 -0.703  -0.589
C: 0.342 -1.744 0.429  1.170
O: 0.593 -0.960 1.402  -0.753
C: 0.227 -3.194 0.652  0.013
C: 0.047 -3.646 1.962  -0.529
C: -0.122 -4.992 2.208  -0.616
C: -0.085 -5.881 1.142  0.041
C: 0.119 -5.454 -0.165  -0.657
C: 0.263 -4.101 -0.411  -0.440
N: -0.259 -7.303 1.424  0.986
O: -0.579 -7.601 2.548  -0.583
O: -0.063 -8.067 0.513  -0.581
H: 0.042 -2.928 2.766  0.446
H: -0.276 -5.371 3.208  0.495
H: 0.157 -6.188 -0.960  0.498
H: 0.414 -3.736 -1.416  0.528